Density functional theory data (the ωB97M-V functional and the def2-TZVPD basis) for 4 unconnected molecules or ions with the total composition C23H16BrFO17.

Each line ends with the Löwdin charge.
Positions of all 58 atoms, in Å:
1 O 8.4358 -2.6679 -0.4738  0.211
2 C 8.6747 -1.7891 0.2624  -0.430
3 F 9.8531 -1.1355 0.2373  0.108
4 C 7.8075 -1.2343 1.3694  -0.043
5 O 6.4541 -1.3036 0.9262  0.076
6 C 5.6624 -0.3256 1.3654  -0.583
7 O 5.9017 0.4261 2.2597  0.166
8 O 4.5501 -0.3232 0.6119  0.047
9 C 3.3288 -0.1256 1.3266  -0.146
10 C 2.3392 -1.1164 0.7276  -0.743
11 O 1.5799 -0.8710 -0.1489  0.059
12 Br 2.4374 -2.8744 1.5158  0.764
13 H 7.9331 -1.8626 2.2555  0.156
14 H 8.0860 -0.2114 1.6156  0.139
15 H 2.9395 0.8787 1.1491  0.146
16 H 3.4680 -0.2952 2.3931  0.125
17 C -3.0255 -0.3813 -2.3122  0.078
18 C -1.8796 -0.1719 -1.6468  -0.215
19 C -1.7141 0.9471 -0.6339  -0.293
20 O -0.6226 1.0203 -0.0978  0.103
21 C -2.8337 1.8278 -0.3811  0.078
22 C -3.9773 1.6142 -1.0459  -0.230
23 C -4.1465 0.4915 -2.0485  -0.310
24 O -5.2427 0.3987 -2.5743  0.100
25 O -5.0672 2.3549 -0.8956  0.108
26 O -0.7989 -0.9181 -1.7969  0.096
27 H -3.1434 -1.1779 -3.0340  0.127
28 H -2.7090 2.6342 0.3290  0.103
29 H -5.7368 1.9677 -1.4961  0.118
30 H -0.1116 -0.5740 -1.1868  0.081
31 C -3.8790 4.8607 2.5176  0.076
32 C -4.5030 5.5909 3.4545  -0.230
33 C -3.7529 6.4956 4.4133  -0.311
34 O -4.4317 7.1185 5.2097  0.105
35 C -2.3110 6.5615 4.3272  0.073
36 C -1.6877 5.8301 3.3923  -0.232
37 C -2.4401 4.9404 2.4240  -0.300
38 O -1.7605 4.3348 1.6114  0.091
39 O -0.3765 5.8089 3.2188  0.119
40 O -5.8116 5.6010 3.6356  0.122
41 H -4.4100 4.2180 1.8286  0.132
42 H -1.7822 7.1999 5.0204  0.136
43 H -0.2121 5.1996 2.4703  0.120
44 H -5.9782 6.2211 4.3749  0.122
45 C 0.9402 -5.4000 -2.6582  0.071
46 C 0.4150 -4.2244 -3.0392  -0.226
47 C -0.9347 -4.1264 -3.7274  -0.304
48 O -1.3182 -3.0094 -4.0235  0.100
49 C -1.6713 -5.3433 -3.9917  0.072
50 C -1.1429 -6.5148 -3.6104  -0.235
51 C 0.1974 -6.6117 -2.9100  -0.315
52 O 0.5631 -7.7329 -2.6006  0.098
53 O -1.7235 -7.6886 -3.8002  0.115
54 O 1.0105 -3.0614 -2.8489  0.114
55 H 1.8990 -5.4775 -2.1653  0.135
56 H -2.6264 -5.2674 -4.4917  0.135
57 H -1.1132 -8.3529 -3.4188  0.119
58 H 0.3991 -2.3724 -3.1846  0.104

Computed properties:
* SMILES: O=C(F)COC(=O)OCC(=O)Br.O=C1C=C(O)C(=O)C=C1O.O=C1C=C(O)C(=O)C=C1O.O=C1C=C(O)C(=O)C=C1O
* HOMO-LUMO gap: 0.29109 Ha
* LUMO: -1.598 eV
* charge: 0
* HOMO energy: -9.5 eV